# 1
# C4H10N

The ion C4H10N with charge +1 at a distorted geometry (wB97M-V/def2-TZVPD, OMol25).

Its total energy is -5791.1794 eV. The SMILES is CC[NH+]1CC1. As for the charge: +1. The calculation puts the LUMO energy at -3.159 eV. For the HOMO-LUMO gap, the calculation gives 13.242 eV. Its energy above the lowest of the compared OMol25 structures with the same formula, charge and spin is 61.8 kcal per mole.

Each line ends with the Mulliken charge.
CARTESIAN COORDINATES (ANGSTROEM)
C: 1.996 0.143 0.242  -1.29
C: 0.759 -0.471 -0.275  -0.08
N: -0.439 0.023 0.405  0.03
C: -1.359 0.768 -0.406  -0.52
C: -1.799 -0.500 0.233  -0.29
H: 2.511 -0.473 0.977  0.34
H: 2.705 0.144 -0.656  0.32
H: 2.006 1.128 0.625  0.43
H: 0.577 -1.680 -0.179  0.31
H: 0.792 -0.067 -1.314  0.22
H: -0.394 0.490 1.344  0.39
H: -1.121 0.618 -1.500  0.26
H: -1.828 1.694 -0.162  0.30
H: -2.576 -0.563 1.137  0.26
H: -1.830 -1.254 -0.472  0.31

=====

# 2
# C2H3N3

A cluster of 2 separate species, C2H3N3 in total at a distorted geometry (wB97M-V/def2-TZVPD, OMol25).

Its total energy is -6591.4654 eV. The SMILES is N=C=N.C#N. The calculation puts the LUMO energy at 0.520 eV. For the HOMO-LUMO gap, the calculation gives 11.683 eV. Its energy above the lowest of the compared OMol25 structures with the same formula, charge and spin is 25.6 kcal per mole.

Each line ends with the Mulliken charge.
CARTESIAN COORDINATES (ANGSTROEM)
N: 0.155 -0.513 0.926  -0.58
C: 0.999 -0.708 0.047  0.55
N: 1.799 -0.860 -0.859  -0.48
H: 0.397 -0.773 1.878  0.22
H: 1.939 -1.796 -1.204  0.28
C: -1.763 1.542 -0.232  0.19
N: -2.266 2.230 -1.011  -0.36
H: -1.260 0.877 0.455  0.18

=====

# 3
# C16H15N7O5

An isolated molecule of C16H15N7O5 at a distorted geometry (wB97M-V/def2-TZVPD, OMol25).

Its total energy is -37497.1352 eV. The SMILES is Cc1nn(Cc2cccc(C(=O)Nn3cc([N+](=O)[O-])cn3)c2)c(C)c1[N+](=O)[O-]. The calculation puts the LUMO energy at -0.432 eV. For the HOMO-LUMO gap, the calculation gives 9.440 eV. Its energy above the lowest of the compared OMol25 structures with the same formula, charge and spin is 0.5 kcal per mole.

Each line ends with the Mulliken charge.
CARTESIAN COORDINATES (ANGSTROEM)
C: 2.908 -1.339 -2.170  -1.25
C: 2.355 -0.075 -1.636  0.59
N: 1.081 0.071 -1.349  -0.69
N: 0.913 1.323 -0.891  0.64
C: -0.399 1.757 -0.497  -1.53
C: -0.838 1.189 0.833  1.14
C: -1.892 1.762 1.535  -0.87
C: -2.379 1.161 2.683  -0.75
C: -1.869 -0.053 3.115  -0.65
C: -0.825 -0.635 2.411  0.28
C: -0.336 -2.008 2.713  -0.25
O: 0.203 -2.391 3.714  -0.60
N: -0.513 -2.872 1.624  -0.53
N: -1.481 -2.644 0.683  1.11
C: -1.381 -1.889 -0.422  -0.73
C: -2.666 -1.830 -0.942  0.62
N: -3.100 -1.062 -2.044  0.96
O: -2.361 -0.171 -2.421  -0.61
O: -4.187 -1.311 -2.516  -0.61
C: -3.463 -2.605 -0.071  -0.59
N: -2.730 -3.069 0.907  -1.16
C: -0.282 0.014 1.309  0.03
C: 2.060 2.014 -0.856  0.78
C: 2.158 3.409 -0.373  -1.74
C: 3.039 1.138 -1.343  0.20
N: 4.411 1.384 -1.510  0.92
O: 5.103 0.469 -1.916  -0.62
O: 4.836 2.494 -1.239  -0.66
H: 3.639 -1.752 -1.477  0.29
H: 2.105 -2.052 -2.333  0.35
H: 3.430 -1.150 -3.107  0.34
H: -0.432 2.847 -0.487  0.53
H: -1.098 1.389 -1.261  0.06
H: -2.339 2.678 1.177  0.48
H: -3.186 1.625 3.229  0.40
H: -2.285 -0.555 3.975  0.48
H: -0.341 -3.851 1.837  0.30
H: -0.471 -1.467 -0.807  0.90
H: -4.512 -2.808 -0.136  0.53
H: 0.574 -0.424 0.821  0.85
H: 1.753 3.493 0.635  0.36
H: 1.600 4.079 -1.028  0.35
H: 3.200 3.718 -0.369  0.34

=====

# 4
# C18H25BrGeIrN7

A structure of composition C18H25BrGeIrN7 (wB97M-V/def2-TZVPD, OMol25).

Its expectation value of S² is 0.7543. Its spin multiplicity is 2. Its total energy is -158874.0429 eV. As for the charge: +3. The calculation puts the LUMO energy (spin up / spin down) at -10.766 / -11.214 eV. For the HOMO-LUMO gap (spin up / spin down), the calculation gives 7.126 / 7.203 eV. Its energy above the lowest of the compared OMol25 structures with the same formula, charge and spin is 14.5 kcal per mole.

Each line ends with the Mulliken charge.
CARTESIAN COORDINATES (ANGSTROEM)
Ir: -1.219 0.108 -0.529  0.98
N: 1.093 -0.042 -2.920  -0.21
C: 1.623 -0.049 -1.696  0.25
N: 2.932 -0.042 -1.580  -0.69
C: 3.451 -0.017 -0.346  0.12
N: 4.755 -0.007 -0.202  -0.27
N: 2.692 -0.008 0.799  -0.72
C: 1.418 -0.017 0.606  0.19
N: 0.793 -0.047 -0.602  0.29
C: 0.488 0.007 1.748  0.78
C: 0.888 -0.007 3.066  -0.55
C: -0.083 -0.010 4.061  -0.67
C: -1.421 -0.007 3.700  -0.83
C: -1.764 0.015 2.359  0.06
N: -0.821 0.029 1.408  -0.11
H: 1.730 -0.042 -3.704  0.32
H: 0.118 -0.187 -3.111  0.12
H: 5.354 -0.008 -1.015  0.28
H: 5.168 0.014 0.718  0.26
H: 1.946 -0.017 3.288  0.60
H: 0.203 -0.019 5.105  0.53
H: -2.207 -0.017 4.442  0.49
H: -2.794 0.026 2.033  0.49
C: 0.232 5.730 -0.775  -1.39
C: -0.793 4.637 -0.722  0.25
C: -2.161 4.902 -0.760  -0.27
C: -3.099 3.870 -0.736  -0.65
C: -2.580 2.610 -0.668  0.50
Br: -3.620 0.979 -0.642  -0.07
N: -1.289 2.297 -0.623  -0.30
C: -0.403 3.302 -0.651  -0.23
H: -0.217 6.697 -0.562  0.40
H: 0.680 5.780 -1.769  0.33
H: 1.032 5.557 -0.056  0.39
H: -2.508 5.926 -0.812  0.47
H: -4.163 4.058 -0.770  0.46
H: 0.643 3.024 -0.616  0.65
C: 0.905 -3.546 -2.017  -0.98
Ge: -0.215 -3.739 -0.457  0.38
C: -1.606 -5.061 -0.562  -1.01
C: 0.597 -3.432 1.271  -1.03
C: -1.669 -1.825 -0.570  -1.28
H: 1.379 -4.522 -2.162  0.46
H: 1.690 -2.803 -1.893  0.30
H: 0.321 -3.338 -2.913  0.36
H: -1.116 -6.039 -0.537  0.41
H: -2.157 -4.991 -1.499  0.41
H: -2.294 -5.007 0.279  0.40
H: 0.987 -4.395 1.613  0.51
H: -0.139 -3.103 2.005  0.31
H: 1.427 -2.731 1.217  0.31
H: -2.183 -2.270 0.286  0.58
H: -2.027 -2.223 -1.527  0.62

=====

# 5
# C12H44O10

A cluster of 10 separate species, C12H44O10 in total at a distorted geometry (wB97M-V/def2-TZVPD, OMol25).

Its total energy is -33630.8055 eV. The SMILES is CC(C)O.CC(C)O.CC(C)O.CC(C)O.O.O.O.O.O.O. The calculation puts the LUMO energy at -0.203 eV. For the HOMO-LUMO gap, the calculation gives 9.802 eV. Its energy above the lowest of the compared OMol25 structures with the same formula, charge and spin is 63.4 kcal per mole.

Each line ends with the Mulliken charge.
CARTESIAN COORDINATES (ANGSTROEM)
C: 3.180 -3.237 -0.034  -1.23
C: 2.428 -4.551 -0.378  0.52
C: 2.943 -5.712 0.410  -1.35
O: 1.103 -4.353 -0.064  -0.57
H: 2.805 -2.399 -0.622  0.32
H: 4.247 -3.243 -0.258  0.35
H: 2.968 -2.915 0.986  0.32
H: 2.418 -4.678 -1.460  0.29
H: 2.378 -6.633 0.267  0.34
H: 2.996 -5.486 1.475  0.32
H: 3.952 -5.927 0.060  0.37
H: 0.730 -3.931 -0.842  0.32
C: -1.409 0.081 -5.748  -1.30
C: -2.264 -0.794 -6.747  0.47
C: -1.507 -1.556 -7.843  -1.18
O: -2.814 -1.818 -5.978  -0.55
H: -2.050 0.494 -4.970  0.32
H: -0.941 0.911 -6.278  0.37
H: -0.634 -0.551 -5.314  0.32
H: -3.031 -0.174 -7.212  0.24
H: -0.541 -1.727 -7.368  0.27
H: -1.386 -0.903 -8.707  0.31
H: -1.983 -2.505 -8.089  0.41
H: -3.245 -2.421 -6.589  0.31
C: -0.501 1.452 -0.379  -1.26
C: -0.975 0.975 1.011  0.62
C: -0.528 1.887 2.117  -1.31
O: -2.397 0.985 0.963  -0.49
H: -0.585 0.652 -1.115  0.35
H: 0.588 1.478 -0.349  0.35
H: -0.950 2.359 -0.784  0.29
H: -0.738 -0.080 1.145  0.20
H: -0.805 1.460 3.081  0.33
H: -1.032 2.854 2.136  0.31
H: 0.557 1.986 2.081  0.36
H: -2.768 0.333 0.365  0.26
C: 5.696 0.024 3.710  -1.05
C: 5.711 1.434 4.259  0.31
C: 4.482 1.680 5.219  -1.19
O: 6.848 1.465 5.035  -0.54
H: 4.724 -0.296 3.334  0.29
H: 5.880 -0.583 4.596  0.28
H: 6.408 -0.227 2.924  0.27
H: 5.574 2.172 3.469  0.30
H: 3.538 1.429 4.734  0.29
H: 4.442 2.695 5.612  0.33
H: 4.358 1.048 6.098  0.34
H: 6.784 0.772 5.696  0.36
O: -4.824 1.568 4.090  -0.65
H: -4.141 1.313 3.469  0.32
H: -5.450 0.844 4.069  0.31
O: -5.626 -0.189 -4.099  -0.65
H: -5.034 -0.692 -4.659  0.32
H: -5.331 -0.377 -3.208  0.31
O: -2.661 7.131 -0.207  -0.64
H: -2.606 6.208 -0.455  0.32
H: -3.447 7.186 0.338  0.31
O: -3.793 -1.807 -1.236  -0.61
H: -3.011 -2.113 -1.695  0.31
H: -4.078 -2.561 -0.719  0.30
O: -4.358 4.209 -0.787  -0.62
H: -5.297 4.123 -0.955  0.30
H: -4.210 3.699 0.009  0.33
O: 0.111 2.616 7.510  -0.63
H: -0.663 3.178 7.532  0.31
H: -0.234 1.738 7.351  0.31

=====

# 6
# C28H40EuNO2

A structure of composition C28H40EuNO2 at a distorted geometry (wB97M-V/def2-TZVPD, OMol25).

Its expectation value of S² is 15.7615. Its spin multiplicity is 8. Its total energy is -54596.2240 eV. As for the charge: -1. The calculation puts the LUMO energy (spin up / spin down) at 1.992 / 1.991 eV. For the HOMO-LUMO gap (spin up / spin down), the calculation gives 4.568 / 5.045 eV. Its energy above the lowest of the compared OMol25 structures with the same formula, charge and spin is 1.8 kcal per mole.

Each line ends with the Mulliken charge.
CARTESIAN COORDINATES (ANGSTROEM)
O: 0.536 0.271 -6.733  -0.30
C: 0.437 1.559 -7.455  -0.46
C: 0.400 0.945 -8.834  -0.80
H: 1.335 2.148 -7.229  0.34
H: -0.481 2.108 -7.194  0.19
C: 0.450 -0.377 -8.044  1.47
H: 1.312 1.174 -9.391  0.32
H: -0.517 1.122 -9.391  0.31
C: 1.736 -1.099 -8.371  -1.71
H: 2.588 -0.428 -8.203  0.37
H: 1.753 -1.390 -9.428  0.39
H: 1.852 -1.986 -7.748  0.37
C: -0.817 -1.218 -8.104  -1.64
H: -1.691 -0.649 -7.763  0.35
H: -0.678 -2.097 -7.465  0.36
H: -1.026 -1.571 -9.120  0.39
Eu: 0.213 0.198 -0.494  1.08
C: -2.103 -0.396 0.892  -0.71
C: -2.058 1.024 0.982  0.31
C: -2.337 1.559 -0.308  -0.95
H: -1.832 1.601 1.880  0.00
C: -2.544 0.466 -1.206  -0.52
C: -2.385 -0.747 -0.467  -0.84
H: -2.483 -1.760 -0.865  0.39
H: -1.969 -1.095 1.716  0.52
H: -2.420 2.618 -0.558  0.38
H: -2.837 0.541 -2.253  0.83
C: 1.255 -1.723 1.210  -0.40
C: 0.449 -2.450 0.283  -0.97
C: 1.085 -2.397 -0.997  -0.57
H: -0.487 -2.958 0.512  0.52
C: 2.281 -1.621 -0.860  -0.63
C: 2.389 -1.212 0.506  -0.71
H: 3.187 -0.606 0.942  0.43
H: 1.044 -1.582 2.273  0.66
H: 0.746 -2.908 -1.901  0.50
H: 3.003 -1.413 -1.653  0.45
O: 0.847 1.023 -2.714  -0.46
C: 0.019 0.059 -3.497  -0.22
C: -0.945 0.932 -4.282  -0.19
H: -0.492 -0.686 -2.834  0.26
H: 0.707 -0.476 -4.170  0.24
C: -0.046 2.131 -4.583  -0.25
H: -1.784 1.254 -3.637  0.17
H: -1.325 0.417 -5.168  0.18
C: 0.811 2.357 -3.361  -0.68
H: -0.536 3.004 -5.012  0.40
H: 0.679 1.741 -5.302  -0.03
H: 0.387 3.071 -2.645  0.26
H: 1.845 2.632 -3.608  0.27
C: -0.520 0.621 6.237  -1.13
N: -0.373 1.239 4.957  0.32
C: -0.939 2.539 4.810  -0.85
C: 0.329 0.558 3.907  -1.20
C: 1.115 1.484 3.009  -0.16
C: 2.120 2.248 3.643  -0.43
C: 2.796 3.238 2.938  -0.64
C: 2.524 3.439 1.589  -0.66
C: 1.598 2.595 0.925  -0.47
C: 0.942 1.628 1.650  1.29
H: -1.536 0.803 6.621  0.33
H: 0.179 1.047 6.979  0.30
H: -0.325 -0.455 6.163  0.34
H: -0.184 3.340 4.901  0.26
H: -1.456 2.662 3.846  0.20
H: -1.665 2.677 5.628  0.33
H: 1.025 -0.135 4.413  0.66
H: -0.374 -0.064 3.325  -0.30
H: 2.318 2.062 4.701  0.34
H: 3.540 3.833 3.465  0.33
H: 3.031 4.236 1.049  0.35
H: 1.425 2.724 -0.152  0.15